Record 1
ORCA calculation (the ωB97M-V functional and the def2-TZVPD basis) on a 10-piece molecular cluster, C63H77BBrF6N14O5 overall at a distorted geometry.

Each line ends with the Mulliken charge.
Cartesian coordinates (Å):
C (2.552, 0.437, 3.057)  -0.82
C (1.844, -0.173, 2.330)  -1.32
C (0.828, -0.582, 1.376)  0.64
Br (0.541, -2.468, 1.976)  0.03
C (-0.427, 0.316, 1.563)  -0.53
C (-1.175, 0.232, 2.900)  0.41
F (-0.456, -0.277, 3.889)  -0.14
F (-2.321, -0.467, 2.790)  -0.23
F (-1.511, 1.499, 3.256)  -0.31
N (-1.344, 0.399, 0.374)  1.66
C (-1.433, 1.767, -0.268)  -1.38
C (-2.818, 2.450, -0.177)  -0.32
N (-2.550, 3.878, -0.544)  -0.67
N (-3.296, 2.395, 1.181)  -0.26
N (-3.788, 1.966, -1.113)  0.15
C (-1.263, -0.780, -0.581)  -2.98
N (-1.879, -1.869, 0.099)  0.94
O (-2.088, -0.379, -1.631)  0.47
C (-2.758, -1.391, -2.378)  -0.22
C (-4.257, -1.658, -2.074)  -0.23
C (-5.082, -1.096, -3.249)  -1.88
C (-4.824, -1.083, -0.766)  0.97
C (-5.580, -2.178, 0.013)  0.53
C (-4.707, -3.332, 0.490)  -1.40
C (-6.329, -1.597, 1.229)  -1.52
C (0.191, -1.041, -1.094)  -0.17
O (0.408, -2.451, -1.208)  -0.50
B (0.396, -0.527, -2.640)  1.50
O (0.938, -1.373, -3.559)  -0.62
O (0.048, 0.731, -3.046)  -0.76
C (1.334, -0.553, -0.122)  0.37
O (2.354, -1.528, -0.182)  -0.55
C (2.008, 0.754, -0.582)  -0.31
F (2.819, 1.283, 0.352)  -0.25
F (1.120, 1.708, -0.913)  -0.11
F (2.777, 0.505, -1.662)  -0.26
H (3.279, 1.029, 3.571)  0.87
H (0.071, 1.282, 1.620)  0.58
H (-2.303, 0.273, 0.745)  0.64
H (-0.771, 2.455, 0.249)  0.85
H (-1.066, 1.782, -1.286)  0.52
H (-2.063, 3.944, -1.433)  0.31
H (-1.966, 4.330, 0.150)  0.34
H (-4.230, 2.789, 1.175)  0.10
H (-2.749, 3.002, 1.778)  0.36
H (-4.704, 1.839, -0.700)  -0.32
H (-3.867, 2.602, -1.890)  0.30
H (-1.925, -1.825, 1.104)  0.50
H (-1.624, -2.792, -0.203)  0.38
H (-2.213, -2.338, -2.433)  -0.22
H (-2.720, -1.031, -3.406)  0.66
H (-4.394, -2.735, -2.124)  0.93
H (-6.136, -1.097, -2.981)  0.40
H (-4.816, -0.045, -3.371)  0.46
H (-4.917, -1.651, -4.167)  0.45
H (-5.597, -0.355, -0.997)  -0.29
H (-4.101, -0.576, -0.134)  -0.59
H (-6.330, -2.567, -0.680)  0.34
H (-4.071, -3.746, -0.293)  0.29
H (-5.302, -4.155, 0.875)  0.48
H (-4.032, -2.961, 1.260)  0.13
H (-5.773, -1.827, 2.136)  0.34
H (-7.273, -2.127, 1.341)  0.42
H (-6.523, -0.532, 1.149)  0.31
H (-0.288, -2.829, -1.755)  0.44
H (1.765, -1.760, -3.250)  0.30
H (-0.222, 0.684, -3.971)  0.32
H (3.171, -1.139, 0.158)  0.64
N (3.612, 3.358, 4.400)  -0.52
C (2.438, 3.992, 4.424)  -0.64
C (1.924, 4.624, 5.544)  -0.29
C (2.675, 4.601, 6.707)  -0.21
C (3.902, 3.957, 6.703)  -0.31
C (4.322, 3.351, 5.530)  -0.38
H (1.887, 3.987, 3.488)  0.53
H (0.964, 5.124, 5.506)  0.49
H (2.310, 5.083, 7.606)  0.36
H (4.518, 3.924, 7.591)  0.40
H (5.276, 2.839, 5.481)  0.47
N (5.766, 7.611, 4.664)  -0.55
C (5.093, 6.917, 5.581)  -0.18
C (4.822, 7.388, 6.856)  -0.06
C (5.276, 8.652, 7.199)  -0.70
C (5.982, 9.385, 6.261)  -0.29
C (6.199, 8.820, 5.012)  -0.35
H (4.753, 5.940, 5.270)  0.64
H (4.267, 6.784, 7.559)  0.30
H (5.082, 9.059, 8.184)  0.45
H (6.356, 10.374, 6.488)  0.39
H (6.744, 9.361, 4.247)  0.38
N (-7.140, 1.556, -0.345)  -0.07
C (-8.091, 1.099, -1.160)  0.03
C (-9.304, 1.737, -1.359)  -0.91
C (-9.549, 2.915, -0.674)  -0.11
C (-8.574, 3.406, 0.179)  -0.89
C (-7.394, 2.692, 0.306)  0.16
H (-7.862, 0.172, -1.676)  0.28
H (-10.038, 1.320, -2.035)  0.39
H (-10.484, 3.443, -0.801)  0.40
H (-8.724, 4.321, 0.735)  0.40
H (-6.607, 3.044, 0.964)  0.23
N (-2.213, -3.915, -5.685)  -0.39
C (-1.069, -3.289, -5.422)  -0.36
C (0.065, -3.382, -6.213)  -0.49
C (0.009, -4.179, -7.345)  -0.34
C (-1.172, -4.842, -7.635)  -0.44
C (-2.250, -4.676, -6.779)  -0.46
H (-1.069, -2.679, -4.524)  0.81
H (0.965, -2.845, -5.948)  0.44
H (0.870, -4.282, -7.992)  0.46
H (-1.258, -5.472, -8.509)  0.38
H (-3.194, -5.173, -6.972)  0.38
N (0.680, -3.394, -10.803)  -0.41
C (1.471, -2.339, -10.992)  -0.14
C (2.412, -2.254, -12.007)  -0.47
C (2.543, -3.327, -12.872)  -0.16
C (1.731, -4.434, -12.690)  -0.52
C (0.819, -4.415, -11.646)  -0.05
H (1.337, -1.522, -10.292)  0.35
H (3.025, -1.370, -12.114)  0.35
H (3.266, -3.301, -13.677)  0.37
H (1.800, -5.293, -13.343)  0.35
H (0.162, -5.260, -11.472)  0.34
N (3.294, -7.079, -3.118)  -0.23
C (2.277, -7.463, -3.888)  -0.22
C (1.107, -6.733, -4.039)  -0.80
C (0.991, -5.538, -3.350)  0.01
C (2.038, -5.122, -2.543)  -0.60
C (3.164, -5.927, -2.465)  -0.39
H (2.411, -8.406, -4.407)  0.35
H (0.313, -7.091, -4.680)  0.42
H (0.094, -4.937, -3.442)  0.45
H (1.985, -4.195, -1.985)  0.50
H (4.009, -5.640, -1.848)  0.40
N (-0.122, 7.582, 5.941)  -0.60
C (-0.816, 7.584, 7.079)  -0.26
C (-0.419, 8.260, 8.223)  -0.36
C (0.769, 8.972, 8.187)  -0.33
C (1.502, 8.985, 7.012)  -0.28
C (1.014, 8.278, 5.922)  -0.18
H (-1.737, 7.011, 7.068)  0.37
H (-1.024, 8.224, 9.118)  0.39
H (1.118, 9.508, 9.060)  0.40
H (2.436, 9.524, 6.939)  0.47
H (1.560, 8.263, 4.985)  0.39
N (1.875, 1.415, 9.034)  -0.45
C (1.780, 0.270, 9.706)  -0.30
C (1.290, -0.906, 9.156)  -0.34
C (0.874, -0.891, 7.835)  -0.44
C (0.965, 0.294, 7.122)  -0.43
C (1.472, 1.412, 7.766)  -0.24
H (2.114, 0.302, 10.737)  0.37
H (1.238, -1.808, 9.749)  0.38
H (0.486, -1.787, 7.369)  0.40
H (0.653, 0.352, 6.089)  0.69
H (1.561, 2.357, 7.247)  0.39
N (7.800, -7.242, -1.819)  -0.57
C (6.604, -7.585, -2.294)  -0.34
C (6.392, -8.066, -3.576)  -0.12
C (7.486, -8.197, -4.416)  -0.36
C (8.739, -7.845, -3.940)  -0.31
C (8.840, -7.376, -2.639)  -0.22
H (5.773, -7.468, -1.607)  0.47
H (5.397, -8.326, -3.900)  0.34
H (7.364, -8.568, -5.426)  0.37
H (9.620, -7.931, -4.562)  0.36
H (9.802, -7.092, -2.227)  0.36

Calculated values
Net charge: +1
Gap between HOMO and LUMO: 8.311 eV
Lowest unoccupied orbital energy: -2.19 eV
Highest occupied orbital energy: -10.5 eV
2S+1: 1

=====

Record 2
ORCA calculation (the ωB97M-V functional and the def2-TZVPD basis) on C63H77Cl4N5O5PSbSi3Sr as an isolated structure at a distorted geometry.

Each line ends with the Mulliken charge.
Cartesian coordinates (Å):
Sr (0.655, -0.703, -1.579)  1.46
C (-2.748, -3.964, -2.962)  -1.34
C (-2.900, -2.948, -1.827)  1.13
C (-4.045, -2.006, -2.088)  0.33
C (-5.339, -2.365, -1.752)  -0.28
C (-6.414, -1.541, -2.049)  -1.21
C (-6.178, -0.343, -2.700)  -0.49
C (-4.895, 0.051, -3.064)  0.69
C (-4.733, 1.370, -3.786)  -0.61
C (-5.257, 1.299, -5.224)  -1.42
C (-3.802, -0.788, -2.751)  -0.81
N (-2.492, -0.388, -2.949)  1.16
C (-2.019, -0.094, -4.103)  -0.87
C (-0.794, 0.583, -4.330)  0.16
C (-0.407, 1.161, -5.555)  -0.93
C (0.753, 1.888, -5.294)  -1.55
C (1.024, 1.693, -3.933)  -0.77
N (0.098, 0.919, -3.349)  1.75
H (-1.958, -4.681, -2.734)  0.31
H (-2.482, -3.458, -3.891)  0.26
H (-3.682, -4.509, -3.116)  0.43
H (-1.974, -2.378, -1.741)  -1.30
H (-3.074, -3.478, -0.888)  0.47
H (-5.509, -3.310, -1.246)  0.47
H (-7.424, -1.825, -1.780)  0.36
H (-7.012, 0.314, -2.933)  0.45
H (-3.685, 1.663, -3.808)  0.03
H (-5.285, 2.145, -3.245)  0.58
H (-4.679, 0.576, -5.801)  0.30
H (-5.172, 2.271, -5.714)  0.42
H (-6.303, 0.989, -5.238)  0.38
H (-2.586, -0.338, -5.014)  0.24
H (-0.935, 1.079, -6.495)  0.49
H (1.341, 2.465, -5.993)  0.43
H (1.851, 2.097, -3.364)  0.40
C (-1.130, 3.564, 2.847)  -0.41
Sb (-0.439, 1.752, 3.806)  0.30
C (1.389, 1.531, 2.290)  -0.67
C (2.050, 0.347, 2.892)  -0.01
C (2.608, 0.466, 4.185)  -0.38
C (3.133, -0.648, 4.802)  -0.81
C (3.126, -1.868, 4.132)  -1.20
C (2.600, -1.887, 2.851)  -0.19
N (2.084, -0.821, 2.253)  1.16
Si (2.535, 3.053, 2.292)  1.18
C (2.589, 3.947, 3.988)  -1.32
C (4.330, 2.582, 1.886)  -0.80
C (1.926, 4.379, 1.072)  -1.70
C (-2.771, 0.919, 4.445)  2.10
C (-2.446, -0.231, 3.585)  -1.78
C (-3.178, -1.411, 3.448)  -0.70
C (-2.718, -2.413, 2.615)  -1.10
C (-1.549, -2.212, 1.891)  -1.04
C (-0.867, -1.023, 2.044)  0.50
N (-1.305, -0.085, 2.891)  1.46
Si (-4.410, 1.663, 3.885)  0.36
C (-5.900, 1.304, 5.034)  -1.32
C (-4.352, 3.567, 3.884)  -1.25
C (-4.973, 1.005, 2.204)  -0.81
Si (-2.590, 0.436, 6.241)  0.68
C (-0.934, -0.466, 6.522)  -1.22
C (-3.879, -0.733, 7.034)  -1.25
C (-2.597, 2.038, 7.263)  -1.06
H (-0.275, 4.102, 2.449)  -0.12
H (-1.635, 4.159, 3.605)  0.56
H (-1.819, 3.304, 2.054)  -0.27
H (2.604, 1.422, 4.692)  0.36
H (3.548, -0.571, 5.801)  0.42
H (3.504, -2.769, 4.596)  0.47
H (2.574, -2.801, 2.265)  -0.13
H (3.426, 3.606, 4.598)  0.33
H (1.669, 3.780, 4.553)  0.23
H (2.705, 5.024, 3.851)  0.46
H (4.737, 1.942, 2.670)  0.34
H (4.965, 3.467, 1.799)  0.45
H (4.373, 2.024, 0.949)  -0.15
H (1.403, 5.182, 1.593)  0.59
H (1.244, 3.948, 0.338)  0.27
H (2.766, 4.831, 0.541)  0.68
H (-4.095, -1.525, 4.011)  0.66
H (-3.264, -3.344, 2.534)  0.47
H (-1.147, -2.962, 1.227)  0.50
H (0.058, -0.853, 1.511)  -0.66
H (-5.753, 1.712, 6.037)  0.31
H (-6.085, 0.232, 5.130)  0.32
H (-6.806, 1.753, 4.621)  0.36
H (-3.753, 3.944, 4.715)  0.31
H (-5.357, 3.982, 3.983)  0.42
H (-3.925, 3.954, 2.959)  0.36
H (-4.118, 0.840, 1.549)  -0.13
H (-5.657, 1.687, 1.695)  0.46
H (-5.485, 0.047, 2.309)  0.28
H (-0.678, -1.065, 5.644)  0.24
H (-0.973, -1.140, 7.380)  0.43
H (-0.118, 0.240, 6.681)  0.26
H (-3.883, -1.705, 6.534)  0.33
H (-4.886, -0.319, 6.967)  0.32
H (-3.661, -0.904, 8.090)  0.41
H (-1.817, 2.710, 6.898)  0.20
H (-2.418, 1.851, 8.323)  0.40
H (-3.554, 2.556, 7.168)  0.27
N (3.343, 2.446, -1.148)  0.82
C (4.447, 2.156, -1.873)  -0.20
C (5.406, 3.181, -2.039)  -0.97
C (6.559, 2.999, -2.765)  -0.56
C (6.811, 1.775, -3.368)  -1.12
C (5.867, 0.769, -3.253)  -0.62
C (4.688, 0.913, -2.523)  0.09
P (3.425, -0.450, -2.478)  2.58
C (4.281, -1.684, -1.431)  0.82
C (5.128, -1.302, -0.394)  -0.68
C (5.703, -2.261, 0.427)  -0.66
C (5.427, -3.605, 0.231)  -0.81
C (4.570, -3.993, -0.789)  -0.68
C (4.000, -3.039, -1.614)  -0.72
C (3.702, -1.211, -4.131)  0.62
C (4.811, -2.002, -4.436)  -0.48
C (5.001, -2.485, -5.721)  -1.01
C (4.073, -2.209, -6.715)  -0.64
C (2.946, -1.463, -6.410)  -0.64
C (2.763, -0.966, -5.129)  -0.41
H (3.330, 3.356, -0.722)  0.13
H (2.654, 1.773, -0.746)  -0.73
H (5.204, 4.142, -1.577)  0.41
H (7.266, 3.815, -2.861)  0.37
H (7.718, 1.613, -3.936)  0.42
H (6.054, -0.163, -3.765)  0.47
H (5.333, -0.250, -0.237)  0.31
H (6.366, -1.959, 1.229)  0.39
H (5.868, -4.351, 0.881)  0.35
H (4.337, -5.040, -0.938)  0.43
H (3.327, -3.346, -2.404)  0.64
H (5.522, -2.261, -3.662)  0.50
H (5.878, -3.080, -5.950)  0.39
H (4.224, -2.589, -7.719)  0.37
H (2.202, -1.267, -7.172)  0.47
H (1.874, -0.400, -4.895)  -0.04
Cl (1.507, -7.597, -0.791)  -0.27
C (1.227, -6.028, -1.482)  0.14
C (0.970, -5.896, -2.830)  0.41
Cl (0.933, -7.297, -3.854)  -0.27
C (0.748, -4.616, -3.366)  0.60
Cl (0.390, -4.452, -5.061)  -0.26
C (0.797, -3.448, -2.602)  -0.96
O (0.657, -2.265, -3.094)  -0.47
C (1.028, -3.590, -1.172)  -1.29
O (1.013, -2.531, -0.437)  -1.01
C (1.242, -4.878, -0.675)  1.14
Cl (1.549, -5.045, 1.032)  -0.29
C (-1.443, 3.255, -1.397)  -1.24
C (-2.532, 2.314, -0.912)  0.27
O (-2.074, 1.400, 0.078)  0.81
H (-1.869, 4.025, -2.042)  0.55
H (-0.705, 2.691, -1.965)  0.03
H (-0.945, 3.733, -0.551)  0.18
H (-2.930, 1.751, -1.760)  -0.67
H (-3.363, 2.874, -0.464)  0.58
H (-1.116, 1.277, -0.017)  -0.98
O (0.686, 1.441, 1.073)  -0.31
O (1.442, 0.780, 0.010)  0.82

Calculated values
Net charge: -2
Gap between HOMO and LUMO: 5.864 eV
Lowest unoccupied orbital energy: 3.69 eV
Highest occupied orbital energy: -2.2 eV
2S+1: 1